# 1
The following is a DFT calculation (ωB97M-V/def2-TZVPD) of a molecular structure, C28H26Cl5CrN6O2.

The geometry in XYZ format:
```
68
C28H26Cl5CrN6O2 | the Open Molecules 2025 dataset | ωB97M-V/def2-TZVPD
Cr -0.1543 -0.1351 0.1575
O 1.0881 5.4939 -3.1494
C -0.0216 5.0554 -3.3287
O -0.9770 5.1628 -4.0510
C -0.2709 3.8275 -2.2415
C 0.5163 3.7643 -1.1062
C 0.4417 2.6064 -0.3349
N -0.3109 1.5660 -0.7254
C -1.1656 1.6810 -1.7523
C -1.1694 2.8211 -2.5545
C -2.0333 0.5111 -1.8853
C -3.2588 0.5383 -2.5478
C -4.0510 -0.5968 -2.5590
C -3.5630 -1.7475 -1.9506
C -2.3467 -1.6932 -1.2978
N -1.5995 -0.5875 -1.2178
C 1.1090 2.3375 0.9333
C 1.7232 3.3110 1.7203
C 2.2131 2.9551 2.9654
C 2.0630 1.6388 3.3899
C 1.4373 0.7333 2.5537
N 0.9824 1.0527 1.3419
H 1.1875 4.5746 -0.8759
H -1.8160 2.9263 -3.4121
H -3.6053 1.4462 -3.0141
H -5.0238 -0.5853 -3.0244
H -4.1237 -2.6677 -1.9670
H -1.9535 -2.5677 -0.7973
H 1.7882 4.3299 1.3721
H 2.6795 3.6871 3.6045
H 2.4159 1.3218 4.3571
H 1.2705 -0.2928 2.8611
N 0.7355 -4.0694 -2.5568
C 1.4741 -2.8341 -2.1501
C 2.6916 -3.2104 -1.3225
C 3.2348 -1.9306 -0.6836
N 2.2372 -1.3444 0.2315
C 3.6335 -0.9520 -1.7890
C 2.5036 -0.6796 -2.7831
N 1.4513 0.1051 -2.1283
C 1.9008 -1.9817 -3.3330
H 0.3722 -4.4912 -1.6816
H 1.3604 -4.7421 -3.0205
H -0.0417 -3.8513 -3.1909
H 0.8018 -2.2386 -1.5195
H 3.4724 -3.6474 -1.9453
H 2.4208 -3.9241 -0.5492
H 4.1434 -2.1877 -0.1199
H 2.7089 -0.6047 0.7457
H 1.9917 -2.0593 0.9131
H 4.4867 -1.3681 -2.3241
H 3.9677 -0.0109 -1.3488
H 2.9297 -0.1159 -3.6262
H 0.7809 0.3914 -2.8392
H 1.8904 0.9547 -1.7825
H 2.6464 -2.4869 -3.9488
H 1.0464 -1.7335 -3.9646
Cl -1.8756 0.5658 1.6558
C -1.6503 -1.0637 2.1789
C -0.7538 -1.7469 1.3554
C -0.7055 -3.1107 1.6498
Cl 0.1575 -4.1641 0.5983
C -1.3772 -3.7172 2.7124
Cl -1.2253 -5.4064 3.0287
C -2.1906 -2.9394 3.5436
Cl -2.9944 -3.6539 4.8751
C -2.3675 -1.5810 3.2443
Cl -3.4491 -0.6109 4.1578
```

As for the LUMO energy (spin up / spin down): -7.5835 / -7.1297 eV. The value obtained for the electronic energy is -4906.4745 Ha. Its spin multiplicity is 2. For the strongest force on any atom, the calculation gives 2.82 eV/A. Its total charge is +2. The calculation puts the gap between HOMO and LUMO (spin up / spin down) at 4.591 / 5.045 eV.

***

# 2
The following is a DFT calculation (ωB97M-V/def2-TZVPD) of a single C7H7N2O2PS molecule.

The geometry in XYZ format:
```
20
C7H7N2O2PS | the Open Molecules 2025 dataset | ωB97M-V/def2-TZVPD
C 3.2981 -1.9371 1.1547
C 2.4313 -1.0973 0.4372
C 2.6523 -2.6779 2.0971
C 1.1297 -1.2148 0.8521
C -0.0320 -0.5725 0.3329
C -1.4678 0.4258 -0.7613
C -2.4023 1.2587 -2.0034
N -0.1394 0.1893 -0.7296
N -2.1445 -0.1306 0.1950
O -1.2132 -0.7874 0.9327
O -2.2316 3.0598 -0.0766
P -2.1098 3.0594 -1.7181
S 0.9693 -2.3673 2.1390
H 4.3587 -1.9908 0.9766
H 2.7295 -0.4284 -0.3484
H 3.0695 -3.3992 2.7717
H -3.4245 0.9529 -1.8175
H -2.0177 0.9327 -2.9614
H -2.7470 3.7886 0.2777
H -0.7083 2.9362 -1.7504
```

As for the LUMO energy (spin up / spin down): 0.7530 / -2.9934 eV. The value obtained for the electronic energy is -1270.3056 Ha. Its spin multiplicity is 3. For the strongest force on any atom, the calculation gives 5.65 eV/A. Its total charge is 0. The calculation puts the gap between HOMO and LUMO (spin up / spin down) at 6.404 / 6.179 eV.

***

# 3
The following is a DFT calculation (ωB97M-V/def2-TZVPD) of 2 unconnected molecules or ions with the total composition C25H28ClFN3.

The geometry in XYZ format:
```
58
C25H28ClFN3 | the Open Molecules 2025 dataset | ωB97M-V/def2-TZVPD
C 1.1415 -5.7009 -1.3553
N 0.5731 -5.2362 -0.0828
C 1.4832 -4.7052 0.9533
C -0.7188 -5.3090 0.1053
Cl -1.4966 -4.8449 1.5329
H 2.2234 -5.5556 -1.3028
H 0.9152 -6.7592 -1.5261
H 0.7272 -5.1323 -2.1951
H 2.4865 -4.7537 0.5333
H 1.2268 -3.6682 1.2008
H 1.4250 -5.3072 1.8668
H -1.3544 -5.7494 -0.6662
F 0.9301 -0.5798 1.6777
C 0.3028 0.5397 1.0414
C -0.4210 1.3551 2.1324
C -0.2331 1.0790 3.4877
C -0.8517 1.8689 4.4587
C -1.6516 2.9525 4.0815
C -1.8437 3.2330 2.7237
C -1.2454 2.4175 1.7530
C 1.4006 1.3190 0.3239
C 1.6818 2.6527 0.6146
C 2.6512 3.3343 -0.1299
C 3.3784 2.6654 -1.1127
C 3.1472 1.3056 -1.3425
C 2.1803 0.6282 -0.6072
C -0.6992 -0.1137 0.0535
C -1.8194 -0.8888 0.7685
C -3.0982 -0.6176 -0.0087
C -2.7029 0.2530 -1.1962
N -1.3884 0.8220 -0.8391
C -0.6673 1.3977 -1.9284
C -0.1553 0.5826 -2.9508
C 0.6376 1.1792 -3.9449
N 0.8842 2.4883 -3.9709
C 0.3590 3.2769 -3.0330
C -0.4549 2.7853 -2.0001
H 0.4145 0.2553 3.7875
H -0.6885 1.6307 5.5105
H -2.1198 3.5783 4.8430
H -2.4481 4.0841 2.4053
H -1.3849 2.6021 0.6866
H 1.1209 3.1705 1.3935
H 2.8112 4.3947 0.0701
H 4.1179 3.2004 -1.7079
H 3.7134 0.7627 -2.1001
H 2.0130 -0.4402 -0.7596
H -0.1241 -0.8378 -0.5576
H -1.5522 -1.9527 0.7610
H -1.9150 -0.5817 1.8146
H -3.5529 -1.5495 -0.3551
H -3.8311 -0.0925 0.6132
H -2.6149 -0.3673 -2.1038
H -3.4137 1.0606 -1.4078
H -0.3185 -0.4956 -2.9474
H 1.0812 0.5654 -4.7331
H 0.5885 4.3440 -3.0923
H -0.8502 3.4542 -1.2370
```

The energy above the lowest of the compared OMol25 structures with the same formula, charge and spin comes out at 0.0 kJ/mol. As for the LUMO energy: -5.0664 eV. The value obtained for the electronic energy is -1693.4914 Ha. For the strongest force on any atom, the calculation gives 2.20 eV/A. Its total charge is +1. The calculation puts the gap between HOMO and LUMO at 5.768 eV.

***

# 4
The following is a DFT calculation (ωB97M-V/def2-TZVPD) of a single C5H5N molecule.

The geometry in XYZ format:
```
11
C5H5N | the Open Molecules 2025 dataset | ωB97M-V/def2-TZVPD
C -1.2118 -0.5702 -0.3733
C -0.0546 0.2984 0.1799
C 1.2917 -0.2014 -0.1017
C 2.3049 -0.8105 0.1183
C -0.3336 1.7333 0.0371
N -0.6352 2.8485 0.0900
H -0.9849 -1.6302 -0.2356
H -2.1510 -0.3407 0.1385
H -1.3732 -0.3995 -1.4460
H 0.1708 0.2099 1.2626
H 3.1204 -1.3351 0.5566
```

The energy above the lowest of the compared OMol25 structures with the same formula, charge and spin comes out at 267.7 kJ/mol. As for the LUMO energy: 0.6680 eV. The value obtained for the electronic energy is -248.1731 Ha. For the strongest force on any atom, the calculation gives 1.55 eV/A. As for the SMILES: C#C[C@H](C)C#N. Its total charge is 0. The calculation puts the gap between HOMO and LUMO at 11.108 eV.